(1)
Below is a molecular structure, C34H57MnN3O2SSi at a distorted geometry, with properties calculated with ωB97M-V/def2-TZVPD.

Values from the calculation:
relative energy (zero: lowest compared OMol25 entry of this formula, charge and spin) = 0.000 eV
HOMO-LUMO gap (spin up / spin down) = 5.038 / 8.236 eV
LUMO (spin up / spin down) = -6.2 / -3.6 eV
E_HOMO (spin up / spin down) = -11.3 / -11.8 eV

```
! RIJCOSX wB97M-V def2-TZVPD def2/J DEFGRID3
* xyz 1 5
O 1.95495 -2.16598 -3.69000
O 0.84156 -0.42033 -5.37373
C 3.12430 -2.11045 -2.87599
C 3.28773 -3.17656 -1.81090
H 3.16869 -1.11583 -2.40868
H 3.96043 -2.16165 -3.58574
H 2.64784 -2.98181 -0.94478
H 4.32387 -3.13123 -1.46360
H 3.10060 -4.18319 -2.19557
C 0.75427 -2.72001 -3.10984
C 0.14191 -3.67105 -4.10065
H 0.05866 -1.88796 -2.89655
H 0.97970 -3.23654 -2.16063
H -0.04568 -3.17153 -5.05666
H -0.80379 -4.06468 -3.71349
H 0.81218 -4.52283 -4.27742
C -0.35148 0.03671 -6.03127
C 1.90133 -0.74009 -6.29029
C -1.54309 -0.68112 -5.46049
H -0.28322 -0.15099 -7.11551
H -0.43282 1.12439 -5.87268
H -1.55979 -1.72399 -5.79417
H -2.45405 -0.20355 -5.82133
H -1.56106 -0.66904 -4.36529
C 1.65691 -2.02644 -7.03090
H 2.79666 -0.80135 -5.66744
H 2.03496 0.09194 -7.00399
H 1.64871 -2.86701 -6.33160
H 2.46696 -2.17159 -7.74776
H 0.71172 -1.99753 -7.58281
H 1.11157 -0.21100 -3.57218
N -0.84730 -0.46056 1.40765
C -1.69345 0.02140 2.32877
C -2.45326 1.16878 2.12930
C -2.55423 1.91287 0.95877
C -1.88807 -0.73934 3.60834
H -0.94088 -1.05754 4.06214
H -2.52273 -1.62753 3.47091
H -2.39651 -0.08472 4.32372
C -3.65878 2.91165 0.80923
H -4.34319 2.64371 -0.00930
H -3.28063 3.92563 0.62107
H -4.23725 2.92653 1.73713
N -1.70498 1.75579 -0.05888
C -0.44752 -1.83589 1.40894
C 0.81908 -2.20462 1.90450
C 1.74779 -1.20227 2.50908
C 1.20457 -3.54083 1.84828
H 2.20009 -3.81138 2.20630
C 0.32921 -4.51328 1.37118
H 0.63890 -5.55404 1.33707
C -0.95352 -4.15546 0.95634
H -1.65899 -4.91566 0.62059
C -1.35399 -2.82157 0.96414
C -2.75486 -2.47191 0.55954
C -1.88360 2.36028 -1.34419
C -1.32653 3.63162 -1.59037
C -0.62904 4.37964 -0.49504
C -1.41349 4.15672 -2.87996
H -0.96198 5.13319 -3.07781
C -2.08121 3.45996 -3.89016
H -2.13273 3.87690 -4.89871
C -2.71691 2.24753 -3.60714
H -3.30863 1.73585 -4.36950
C -2.62230 1.68029 -2.33709
C -3.29747 0.37612 -2.02780
Mn -0.10278 0.65069 -0.07230
H 2.28196 -0.62278 1.74137
H 2.50936 -1.73165 3.09615
H 1.23405 -0.48976 3.17002
H -2.81973 -1.55311 -0.04156
H -3.41472 -2.35054 1.43464
H -3.16889 -3.29304 -0.03892
H -0.59319 5.44906 -0.74157
H 0.40168 4.03007 -0.34221
H -1.13916 4.26659 0.47009
H -3.76170 0.38275 -1.03165
H -2.59846 -0.47582 -2.06248
H -4.08612 0.17678 -2.76624
H -3.11546 1.46163 2.94110
C 1.00269 0.62194 -2.76995
Si 2.13505 2.05987 -3.32615
H -0.05490 0.92700 -2.77548
H 1.31177 0.17253 -1.80640
C 3.84330 1.37118 -3.72830
C 2.40213 3.47657 -2.11910
C 1.45552 2.88247 -4.87869
H 1.99044 3.82688 -5.05489
H 0.38924 3.11858 -4.78148
H 1.58878 2.24860 -5.76238
H 4.48987 1.44007 -2.84152
H 4.30686 1.95992 -4.53214
H 3.81140 0.32002 -4.04602
H 2.58687 3.13620 -1.09412
H 1.54877 4.16289 -2.10013
H 3.27814 4.06288 -2.43709
S 1.74827 1.73577 0.90231
C 0.89223 2.28560 2.23771
N 0.32055 2.69474 3.18697
*
```


(2)
Below is a gas-phase ion, C5H8NS (charge +1) at a distorted geometry, with properties calculated with ωB97M-V/def2-TZVPD.

Values from the calculation:
relative energy (zero: lowest compared OMol25 entry of this formula, charge and spin) = 1.580 eV
HOMO-LUMO gap = 8.298 eV
SMILES = C=[N+]1CCCC1=S
LUMO = -5.7 eV
E_HOMO = -14.0 eV

```
! RIJCOSX wB97M-V def2-TZVPD def2/J DEFGRID3
* xyz 1 1
C -2.19590 0.63863 0.22719
N -1.06399 0.11922 0.27285
C 0.20811 0.79588 0.25290
C 1.24450 -0.23920 0.06529
C 0.39292 -1.34717 -0.72409
C -0.93484 -1.33175 -0.19575
S -2.17769 -2.32891 -0.04607
H -2.21772 1.71784 0.41970
H -2.98572 -0.07942 0.12976
H 0.44583 1.34086 1.23627
H 0.13123 1.59320 -0.50642
H 1.62841 -0.66087 0.95158
H 2.11623 -0.09864 -0.52518
H 0.66140 -2.32193 -0.67850
H 0.32041 -1.05552 -1.80999
*
```


(3)
Below is a molecular structure, C35H55BrCrFINOSi3 at a distorted geometry, with properties calculated with ωB97M-V/def2-TZVPD.

Values from the calculation:
relative energy (zero: lowest compared OMol25 entry of this formula, charge and spin) = 0.012 eV
HOMO-LUMO gap (spin up / spin down) = 7.139 / 6.760 eV
LUMO (spin up / spin down) = 2.3 / 1.8 eV
E_HOMO (spin up / spin down) = -4.8 / -5.0 eV

```
! RIJCOSX wB97M-V def2-TZVPD def2/J DEFGRID3
* xyz -1 5
Cr -0.21991 -0.14166 0.56084
C -3.37921 2.26744 1.34774
O -2.83721 1.05834 0.89914
Si -3.54071 0.03304 -0.19856
C -3.56381 0.93864 -1.89956
C -5.40201 -0.14966 0.23564
C -2.44801 -1.47566 0.04274
Si -3.00911 -2.49356 1.55764
C -1.72441 -3.69456 2.33904
C -3.67921 -1.53406 3.09644
C -4.47341 -3.68276 1.16134
Si -2.44641 -2.54956 -1.51286
C -1.65631 -4.29016 -1.31886
C -1.47911 -1.82906 -3.01046
C -4.20431 -2.84316 -2.25046
H -4.40421 2.13234 1.70564
H -3.37501 3.01254 0.54854
H -2.75921 2.64244 2.16184
H -4.16171 1.84644 -1.83786
H -3.99061 0.31954 -2.68196
H -2.56651 1.23544 -2.21306
H -5.97311 0.75104 0.02424
H -5.53361 -0.38816 1.28534
H -5.84541 -0.95926 -0.33346
H -0.91881 -3.17086 2.84264
H -1.27431 -4.34326 1.59674
H -2.21071 -4.32936 3.07584
H -3.00671 -1.61886 3.94634
H -4.64491 -1.92936 3.40684
H -3.81311 -0.47706 2.89304
H -4.17571 -4.43876 0.44444
H -5.31521 -3.14426 0.74224
H -4.82031 -4.19626 2.05164
H -0.60591 -4.22156 -1.05496
H -1.71731 -4.85146 -2.24656
H -2.15061 -4.87286 -0.55076
H -0.41431 -1.77676 -2.80566
H -1.82541 -0.83576 -3.27146
H -1.60811 -2.45776 -3.88726
H -4.78491 -3.53046 -1.64546
H -4.16681 -3.24526 -3.25966
H -4.75301 -1.90756 -2.28926
C 0.66679 0.87644 -2.64856
C 2.17559 0.63814 -2.66686
C 2.50099 -0.83606 -2.91756
C 2.89659 1.22754 -1.46216
C 3.69579 2.32754 -1.74426
C 4.45829 2.94044 -0.77256
C 4.45349 2.41054 0.49914
C 3.67019 1.31384 0.84164
C 3.82689 0.87064 2.28584
C 4.50419 -0.49516 2.43714
C 2.50939 0.89794 3.04404
C 2.83089 0.73724 -0.13986
N 1.91979 -0.30836 0.16364
C 2.40339 -1.55816 0.12014
C 3.72649 -1.93966 -0.22686
C 4.10029 -3.26076 -0.26476
C 3.21219 -4.28406 0.04444
C 1.90769 -3.95896 0.38964
C 1.54909 -2.63806 0.40694
F 0.23889 -2.26856 0.69924
H 0.22189 0.51364 -3.57626
H 0.46039 1.94284 -2.56166
H 0.18419 0.34604 -1.81156
H 2.55849 1.18444 -3.53906
H 1.96059 -1.49376 -2.24376
H 3.56499 -1.01126 -2.78116
H 2.23879 -1.11496 -3.93696
H 3.72029 2.71344 -2.75416
H 5.05159 3.81184 -1.00526
H 5.06899 2.86764 1.26054
H 4.49179 1.60294 2.76114
H 3.84249 -1.29686 2.13234
H 4.77679 -0.65946 3.48024
H 5.41129 -0.54386 1.83524
H 1.81669 0.20694 2.57894
H 2.09029 1.90074 3.02724
H 2.65809 0.60044 4.08054
H 4.44029 -1.16616 -0.46946
H 5.11199 -3.51026 -0.55106
H 3.52249 -5.31406 0.00434
H 1.17029 -4.70796 0.63614
Br 2.19849 5.29714 2.31454
C 1.70369 5.98184 0.60234
C 2.07079 7.28904 0.30664
C 1.72349 7.81074 -0.92716
C 1.01899 7.03954 -1.83946
C 0.65949 5.73464 -1.51326
C 1.00889 5.21474 -0.28876
I -0.01341 2.56324 0.50224
H 2.60849 7.88364 1.03274
H 2.00039 8.82774 -1.17706
H 0.74039 7.45914 -2.79986
H 0.09739 5.13634 -2.21246
C -0.55061 -0.15856 2.62654
H -0.18431 0.70494 3.18334
H -0.18011 -1.05586 3.13144
H -1.63301 -0.15176 2.70554
*
```